C64H92N4O36 | wB97M-V/def2-TZVPD

The geometry in XYZ format:
```
196
C64H92N4O36 (wB97M-V/def2-TZVPD)
C -1.749 1.694 0.043
O -1.112 0.673 -0.686
C -1.516 -0.669 -0.444
C -0.240 -1.439 0.013
O 0.961 -1.221 -0.749
C 2.155 -1.732 -0.124
H -1.399 1.616 1.073
H -2.826 1.532 0.019
H -1.532 2.649 -0.436
H -1.973 -0.874 -1.412
H -2.397 -0.790 0.187
H -0.515 -2.494 0.028
H -0.178 -1.246 1.084
H 3.078 -1.702 -0.703
H 2.004 -2.623 0.486
H 2.441 -0.944 0.573
C 4.005 1.965 1.997
O 3.134 1.902 3.148
C 1.944 1.164 2.810
C 1.045 1.079 4.081
O 0.219 2.218 4.117
C 0.922 3.365 4.640
H 3.470 2.331 1.121
H 4.499 1.005 1.847
H 4.816 2.691 2.062
H 2.242 0.177 2.457
H 1.308 1.619 2.050
H 1.579 0.911 5.016
H 0.372 0.229 3.973
H 0.350 4.282 4.779
H 1.595 3.826 3.917
H 1.489 3.080 5.527
C 7.548 -3.345 -2.279
O 6.279 -3.959 -2.176
C 5.416 -3.591 -3.266
C 4.095 -4.375 -3.036
O 3.497 -4.028 -1.743
C 4.087 -4.705 -0.636
H 8.299 -3.694 -1.569
H 7.638 -2.261 -2.206
H 8.054 -3.664 -3.190
H 5.780 -3.810 -4.269
H 5.229 -2.517 -3.242
H 4.302 -5.438 -3.156
H 3.387 -3.984 -3.766
H 3.256 -4.671 0.069
H 5.030 -4.487 -0.135
H 4.295 -5.729 -0.945
C -4.998 -1.049 -2.083
O -5.531 -0.467 -3.289
C -5.559 0.930 -3.210
C -4.180 1.710 -3.453
O -3.436 1.271 -4.560
C -2.692 -0.012 -4.340
H -5.236 -2.113 -2.076
H -5.507 -0.810 -1.150
H -3.976 -0.704 -1.929
H -5.780 1.188 -2.174
H -6.365 1.263 -3.863
H -3.506 1.724 -2.596
H -4.492 2.742 -3.615
H -2.400 -0.290 -5.352
H -3.069 -0.838 -3.737
H -1.777 0.264 -3.815
C -4.423 2.683 5.384
O -3.907 3.710 4.917
N -4.019 1.405 5.146
C -4.513 0.186 5.910
C -2.805 1.118 4.377
H -5.248 2.821 6.100
H -5.419 0.463 6.450
H -3.687 0.056 6.609
H -4.744 -0.695 5.311
H -2.677 0.043 4.253
H -2.550 1.503 3.390
H -1.919 1.321 4.978
C 1.996 -6.120 1.794
O 2.196 -6.800 0.809
N 2.134 -6.500 3.098
C 1.675 -5.696 4.205
C 2.600 -7.807 3.457
H 1.702 -5.060 1.747
H 0.895 -6.227 4.751
H 1.158 -4.798 3.866
H 2.380 -5.266 4.917
H 3.646 -7.785 3.761
H 2.055 -8.027 4.376
H 2.473 -8.571 2.690
C -7.180 0.584 3.502
O -6.838 -0.599 3.873
N -6.604 1.079 2.345
C -7.106 2.299 1.740
C -5.583 0.403 1.566
H -7.914 1.217 4.025
H -7.777 2.891 2.363
H -7.707 2.039 0.869
H -6.415 2.969 1.229
H -6.073 -0.410 1.030
H -4.834 0.920 0.967
H -4.948 -0.176 2.236
C -3.346 4.212 1.953
O -4.129 3.655 1.136
N -2.673 5.350 1.790
C -1.680 5.728 2.788
C -2.638 6.168 0.521
H -3.125 3.759 2.932
H -2.038 6.719 3.068
H -0.669 5.844 2.397
H -1.730 5.141 3.705
H -1.797 5.883 -0.111
H -3.543 6.080 -0.080
H -2.388 7.228 0.554
C -3.320 -4.443 0.361
C -4.543 -4.549 -0.216
C -5.803 -4.010 0.400
O -6.868 -4.162 -0.132
C -5.533 -3.325 1.647
C -4.315 -3.178 2.165
C -3.066 -3.737 1.688
O -1.951 -3.714 2.182
O -4.062 -2.385 3.234
O -4.723 -5.050 -1.460
H -2.457 -4.906 -0.094
H -6.368 -2.792 2.076
H -4.901 -2.188 3.657
H -5.634 -4.903 -1.726
C -2.236 6.140 -4.045
C -1.867 4.883 -3.748
C -1.121 3.960 -4.715
O -0.486 2.898 -4.464
C -1.075 4.583 -6.086
C -1.552 5.855 -6.327
C -2.035 6.773 -5.340
O -2.388 7.915 -5.591
O -1.474 6.408 -7.553
O -2.196 4.365 -2.544
H -2.794 6.690 -3.302
H -0.602 4.023 -6.879
H -1.739 7.325 -7.460
H -1.505 3.766 -2.252
C 5.806 -1.439 1.336
C 5.000 -2.000 2.274
C 5.426 -3.096 3.216
O 4.672 -3.650 4.048
C 6.887 -3.468 3.078
C 7.679 -2.862 2.127
C 7.174 -1.851 1.109
O 7.951 -1.409 0.242
O 9.051 -2.992 2.141
O 3.727 -1.627 2.390
H 5.352 -0.783 0.608
H 7.418 -3.917 3.905
H 9.348 -2.323 1.519
H 3.426 -1.860 3.272
C 2.680 5.364 1.342
C 1.802 5.490 0.381
C 2.014 6.118 -0.985
O 1.116 6.286 -1.839
C 3.384 6.604 -1.088
C 4.359 6.486 -0.118
C 4.080 5.833 1.207
O 4.920 5.694 2.096
O 5.639 6.820 -0.511
O 0.610 4.937 0.453
H 2.331 4.716 2.132
H 3.741 6.952 -2.047
H 6.181 6.629 0.259
H 0.052 5.124 -0.305
C 0.582 -6.328 -4.096
C -0.261 -5.495 -4.776
C -1.259 -4.461 -4.158
O -2.137 -3.900 -4.813
C -1.175 -4.546 -2.743
C -0.284 -5.297 -2.034
C 0.690 -6.252 -2.647
O 1.525 -6.970 -1.962
O -0.077 -5.201 -0.689
O -0.185 -5.484 -6.127
H 1.204 -6.961 -4.711
H -1.724 -3.811 -2.174
H 0.577 -5.856 -0.433
H -0.679 -4.718 -6.431
C 1.877 0.930 -2.917
C 2.184 1.634 -1.791
C 3.407 2.520 -1.770
O 3.773 3.251 -0.867
C 4.221 2.511 -3.013
C 3.956 1.791 -4.084
C 2.656 0.948 -4.146
O 2.367 0.285 -5.167
O 4.778 1.999 -5.167
O 1.410 1.530 -0.681
H 0.908 0.458 -2.989
H 5.051 3.202 -2.993
H 4.224 1.785 -5.921
H 1.047 0.653 -0.823
```

Computed properties:
HOMO level   -9.13 eV
Frontier orbital gap   0.258 Eh

C65H150F6N11O21S6 | wB97M-V/def2-TZVPD

The geometry in XYZ format:
```
259
C65H150F6N11O21S6 (wB97M-V/def2-TZVPD)
C 3.940 3.100 -2.004
C 3.821 4.546 -1.532
C 3.173 4.723 -0.072
C 3.239 6.212 0.325
C 4.699 6.703 0.379
C 5.541 6.531 -0.953
N 5.160 5.199 -1.567
O 6.147 4.401 -1.709
C 7.088 6.580 -0.809
C 5.229 7.606 -2.005
C 2.898 5.205 -2.586
H 4.388 2.527 -1.200
H 4.521 2.961 -2.916
H 2.974 2.627 -2.165
H 3.752 4.051 0.617
H 2.157 4.320 -0.253
H 2.674 6.427 1.212
H 2.712 6.755 -0.488
H 5.201 6.043 1.082
H 4.535 7.715 0.737
H 7.415 7.558 -0.400
H 7.636 6.302 -1.711
H 7.326 5.845 -0.041
H 5.593 8.568 -1.801
H 4.204 7.711 -2.330
H 5.769 7.321 -2.857
H 3.180 4.895 -3.593
H 2.914 6.277 -2.619
H 1.834 4.878 -2.418
C 6.280 -2.434 6.716
C 5.278 -3.288 5.989
C 3.909 -3.267 6.780
C 3.205 -1.936 6.692
C 2.969 -1.436 5.300
C 4.285 -1.438 4.388
N 5.096 -2.571 4.673
O 5.598 -3.145 3.587
C 5.186 -0.295 4.825
C 3.996 -1.133 2.825
C 5.839 -4.713 5.740
H 6.695 -3.028 7.524
H 6.003 -1.448 7.116
H 7.149 -2.316 6.068
H 4.213 -3.468 7.786
H 3.257 -4.061 6.449
H 3.940 -1.287 7.180
H 2.331 -1.834 7.321
H 2.573 -0.406 5.217
H 2.173 -2.057 4.874
H 6.171 -0.382 4.340
H 5.544 -0.339 5.844
H 4.808 0.674 4.598
H 3.396 -1.992 2.418
H 4.904 -1.072 2.224
H 3.317 -0.285 2.646
H 6.830 -4.635 5.255
H 5.096 -5.247 5.201
H 5.920 -5.296 6.667
C -1.152 2.418 -1.113
C -1.418 1.790 0.285
C -2.922 1.117 0.294
C -2.903 -0.181 -0.453
C -1.965 -1.221 0.028
C -0.472 -0.664 -0.094
N -0.434 0.758 0.343
O 0.759 1.136 0.822
C -0.114 -0.481 -1.632
C 0.679 -1.419 0.607
C -1.418 2.815 1.438
H -0.116 2.740 -1.315
H -1.695 3.345 -1.278
H -1.443 1.682 -1.869
H -3.586 1.913 -0.034
H -3.240 0.893 1.328
H -2.705 -0.021 -1.537
H -3.943 -0.511 -0.480
H -2.068 -2.077 -0.636
H -2.196 -1.505 1.047
H -0.071 -1.450 -2.143
H 0.919 -0.124 -1.612
H -0.677 0.269 -2.205
H 0.582 -1.400 1.700
H 1.618 -1.024 0.224
H 0.701 -2.465 0.332
H -0.402 3.239 1.559
H -1.779 2.401 2.366
H -2.112 3.593 1.110
C -6.579 2.970 0.862
O -6.788 3.834 -0.276
C -7.470 5.028 0.033
C -7.349 5.906 -1.129
N -7.863 5.076 -2.371
H -7.562 4.109 -2.227
H -8.885 5.157 -2.274
C -7.537 5.484 -3.727
C -6.110 5.127 -4.033
O -5.938 3.774 -3.665
C -4.555 3.422 -3.924
H -6.138 2.095 0.431
H -7.512 2.730 1.360
H -5.916 3.462 1.559
H -7.009 5.591 0.871
H -8.489 4.818 0.326
H -6.308 6.123 -1.310
H -8.034 6.729 -0.984
H -7.776 6.528 -3.904
H -8.149 4.799 -4.329
H -5.441 5.853 -3.512
H -5.830 5.269 -5.121
H -3.860 3.900 -3.233
H -4.311 3.594 -4.957
H -4.627 2.338 -3.632
C -4.917 -2.454 -7.633
C -3.664 -3.343 -7.487
N -3.902 -4.526 -6.696
C -2.634 -5.344 -6.604
C -4.455 -4.123 -5.361
C -3.654 -3.175 -4.462
C -4.928 -5.472 -7.288
C -4.763 -5.852 -8.737
O -3.577 -6.529 -9.006
C -3.462 -6.817 -10.383
H -5.134 -1.885 -6.706
H -5.739 -2.975 -8.128
H -4.602 -1.669 -8.302
H -2.870 -2.805 -6.956
H -3.285 -3.584 -8.441
H -2.443 -5.729 -7.601
H -2.730 -6.108 -5.842
H -1.846 -4.657 -6.198
H -4.426 -5.093 -4.833
H -5.430 -3.724 -5.566
H -3.788 -2.141 -4.809
H -2.599 -3.465 -4.273
H -4.079 -3.278 -3.473
H -5.903 -4.956 -7.233
H -4.812 -6.338 -6.693
H -4.755 -4.976 -9.404
H -5.683 -6.397 -8.896
H -4.436 -7.188 -10.748
H -2.829 -7.652 -10.659
H -3.182 -5.858 -10.905
C 4.097 -2.124 -3.354
C 4.412 -2.940 -4.600
N 5.609 -3.902 -4.491
C 5.507 -4.756 -3.324
C 5.554 -4.800 -5.675
C 6.836 -5.427 -6.112
C 6.882 -3.116 -4.424
C 7.090 -2.017 -5.478
O 6.720 -0.767 -4.970
C 7.844 0.071 -4.571
H 4.911 -1.500 -2.953
H 3.792 -2.716 -2.496
H 3.348 -1.464 -3.768
H 4.658 -2.306 -5.463
H 3.513 -3.546 -4.813
H 4.615 -5.320 -3.461
H 5.494 -4.227 -2.370
H 6.404 -5.379 -3.310
H 5.140 -4.150 -6.469
H 4.808 -5.555 -5.510
H 6.577 -6.204 -6.841
H 7.382 -5.901 -5.341
H 7.469 -4.647 -6.528
H 7.752 -3.791 -4.525
H 6.938 -2.688 -3.455
H 6.433 -2.222 -6.314
H 8.134 -1.998 -5.787
H 7.396 1.048 -4.525
H 8.697 0.124 -5.270
H 8.229 -0.238 -3.581
C -0.665 2.561 5.856
C -0.189 4.001 6.122
N 0.010 4.905 4.860
C -1.309 5.265 4.317
C 0.782 6.112 5.193
C 1.082 7.105 4.129
C 0.685 4.082 3.847
C 2.053 3.587 4.255
O 3.067 4.643 3.954
C 4.011 4.810 5.006
H -1.676 2.554 5.367
H -0.697 2.107 6.836
H 0.071 1.956 5.338
H 0.779 4.097 6.584
H -0.885 4.530 6.804
H -1.144 5.673 3.329
H -1.765 5.908 5.072
H -1.857 4.340 4.148
H 1.741 5.821 5.681
H 0.192 6.602 5.988
H 0.210 7.672 3.755
H 1.654 6.699 3.314
H 1.738 7.854 4.545
H 0.781 4.618 2.903
H 0.044 3.221 3.773
H 2.366 2.793 3.589
H 2.126 3.235 5.302
H 4.757 4.009 4.995
H 3.569 4.925 6.021
H 4.663 5.686 4.813
C -6.929 -3.536 2.109
C -6.096 -3.444 3.402
N -4.974 -4.474 3.488
C -4.359 -4.185 4.765
C -5.465 -5.900 3.378
C -4.757 -6.914 4.230
C -3.959 -4.039 2.419
C -2.786 -4.922 2.291
O -3.132 -6.202 1.659
C -1.938 -6.899 1.429
H -7.210 -4.587 1.984
H -6.419 -3.259 1.192
H -7.814 -2.899 2.167
H -6.793 -3.661 4.223
H -5.600 -2.514 3.607
H -3.661 -4.967 5.048
H -5.125 -4.236 5.532
H -3.878 -3.191 4.714
H -5.288 -6.188 2.323
H -6.510 -5.893 3.596
H -4.930 -6.818 5.292
H -3.715 -6.882 4.014
H -5.155 -7.882 3.899
H -3.641 -3.071 2.803
H -4.504 -3.952 1.482
H -2.179 -5.162 3.169
H -2.070 -4.506 1.586
H -1.279 -7.016 2.311
H -1.440 -6.390 0.612
H -2.360 -7.871 1.110
N 3.226 -4.198 2.463
S 3.684 -4.448 0.968
O 3.715 -3.239 0.115
O 3.018 -5.622 0.367
F 5.319 -5.130 1.155
S 1.649 -5.016 2.716
O 1.824 -6.404 2.655
O 0.752 -4.274 1.993
F 1.531 -4.608 4.172
N -3.345 -0.867 3.699
S -4.237 0.535 3.751
O -3.506 1.724 3.643
O -5.369 0.414 4.631
F -5.000 0.313 2.259
S -1.818 -0.621 3.890
O -1.410 -0.292 5.176
O -1.045 -0.108 2.848
F -1.175 -2.235 3.911
N -2.123 5.755 -0.193
S -3.460 6.400 0.733
O -3.734 5.579 1.894
O -4.472 6.471 -0.271
F -3.020 7.725 1.116
S -0.651 5.937 -0.093
O -0.127 4.977 -0.972
O -0.034 5.838 1.207
F -0.205 7.315 -0.741
```

Computed properties:
Charge   +5
HOMO level   -16.48 eV
Frontier orbital gap   0.199 Eh

Number 1 is which compound? C64H92N4O36

Which formula does entry 1 have? C64H92N4O36